The following is a quantum chemistry calculation of a structure of composition C66H55N7O2P2V at a distorted geometry, from OMol25.

```
133
Properties=species:S:1:pos:R:3:forces:R:3
V 1.06126 -1.18946 -0.72730 0.90 -0.54 -1.02
C 2.61988 -5.96647 1.54300 -0.01 -0.03 0.00
C 2.70280 -4.78697 2.26818 -0.01 0.05 0.02
C 2.76698 -3.56369 1.61264 -0.03 -0.04 -0.05
C 2.73916 -3.50136 0.21972 -0.10 -0.03 -0.05
C 2.67379 -4.69643 -0.50067 0.03 0.06 0.02
C 2.61127 -5.91741 0.15436 0.00 0.02 -0.02
N 2.70396 -2.25231 -0.44491 0.18 0.13 0.01
C 3.87042 -1.73517 -0.96758 0.03 0.03 0.04
C 5.16785 -2.22470 -0.82168 0.00 0.03 -0.02
C 6.22149 -1.58391 -1.47435 0.02 -0.07 0.06
C 5.99891 -0.47372 -2.27390 -0.06 0.09 -0.08
C 4.70559 0.02702 -2.43635 0.06 -0.06 0.15
C 3.66125 -0.58565 -1.76339 0.05 -0.09 -0.19
N 2.31645 -0.22777 -1.80184 0.15 0.40 0.47
N 1.97643 0.72020 -2.74740 0.05 -0.04 -0.11
C 0.69309 0.70434 -2.91298 -0.02 -0.20 -0.34
C 0.05834 1.47679 -3.95157 -0.10 0.25 0.08
C -1.26066 1.31200 -4.21239 0.10 -0.03 -0.05
C -2.01749 0.35878 -3.46222 -0.03 0.08 0.06
C -1.36626 -0.36690 -2.50429 0.09 0.04 0.13
N -0.07317 -0.17869 -2.14898 -0.10 -0.04 -0.06
H 2.55771 -6.91830 2.05716 0.01 0.03 -0.03
H 2.70783 -4.81508 3.35189 0.00 0.01 -0.03
H 2.82107 -2.63875 2.17462 0.00 -0.01 0.00
H 2.66426 -4.64532 -1.58316 0.00 -0.02 0.00
H 2.54786 -6.83407 -0.42041 0.00 0.02 0.01
H 5.35354 -3.10472 -0.21690 -0.04 0.02 0.00
H 7.22680 -1.97303 -1.35753 -0.02 0.02 -0.01
H 6.82572 0.00757 -2.78308 -0.01 -0.02 0.03
H 4.50533 0.89028 -3.05649 -0.01 -0.01 0.01
H 0.68489 2.15194 -4.52111 -0.05 -0.03 -0.02
H -1.73473 1.87245 -5.01025 0.01 0.00 0.00
H -3.05902 0.16401 -3.67359 0.00 -0.01 -0.01
H -1.89255 -1.12130 -1.93376 -0.07 -0.07 0.01
C 1.71177 -2.64264 -3.81030 -0.07 0.00 0.05
O 0.95181 -2.67601 -2.60576 0.02 0.11 0.15
C -0.00730 -3.60776 -2.43415 -0.05 -0.04 -0.04
C -0.36968 -4.54928 -3.38682 0.05 0.05 -0.02
C -1.35504 -5.47613 -3.08266 -0.05 -0.06 -0.02
C -1.96750 -5.46836 -1.83867 -0.01 0.01 0.03
C -1.59882 -4.52583 -0.88966 0.00 0.04 -0.14
C -0.62659 -3.57870 -1.18389 -0.08 0.08 0.16
N -0.18079 -2.58769 -0.23844 -0.43 -0.47 0.20
N -0.68800 -2.81774 0.93424 0.10 0.12 0.17
C -0.25305 -2.09878 2.01455 -0.11 0.03 0.20
C 0.59361 -0.98719 2.00817 0.23 0.23 -0.28
O 1.02783 -0.40205 0.89175 -0.47 -0.05 0.37
C 1.03752 -0.39360 3.22470 -0.10 -0.11 0.08
C 0.63376 -0.87710 4.42459 0.03 0.07 -0.02
C -0.27853 -1.96959 4.49290 -0.05 -0.01 0.05
C -0.74517 -2.44532 5.73828 0.01 0.01 -0.01
C -1.63339 -3.48344 5.81049 0.00 0.01 -0.01
C -2.08285 -4.09037 4.62414 0.00 0.00 0.00
C -1.63892 -3.65114 3.40399 0.02 0.01 -0.04
C -0.73050 -2.57376 3.30159 -0.01 -0.01 -0.05
H 2.20215 -3.60385 -3.97317 0.02 -0.01 0.00
H 1.06643 -2.40020 -4.65703 -0.01 0.00 -0.01
H 2.45450 -1.86445 -3.67087 0.01 0.00 -0.01
H 0.11508 -4.55750 -4.35281 -0.02 -0.02 0.01
H -1.63784 -6.21292 -3.82420 0.01 0.02 0.02
H -2.72636 -6.20284 -1.59968 0.02 0.02 -0.01
H -2.04628 -4.51651 0.09146 -0.01 0.00 0.03
H 1.71109 0.45137 3.14436 0.00 -0.01 -0.02
H 0.98444 -0.42803 5.34803 -0.01 -0.02 -0.03
H -0.38246 -1.96477 6.64102 -0.02 -0.02 -0.02
H -1.98448 -3.83943 6.77100 0.00 0.00 -0.01
H -2.77975 -4.91830 4.67533 0.01 0.01 0.00
H -1.96954 -4.13077 2.49378 -0.01 -0.01 0.02
C -1.40268 2.29005 -1.10376 0.46 -0.42 -0.44
N -2.07611 2.98841 -0.28347 -0.32 0.23 0.46
C -2.48741 2.43569 1.03610 0.08 0.07 -0.13
P -2.24346 0.59242 1.18760 -0.14 -0.14 -0.02
C -2.84283 0.43463 2.91132 0.02 0.19 0.08
C -2.09868 1.07257 3.90673 0.01 -0.05 0.01
C -2.45317 0.95052 5.24131 0.02 -0.03 -0.03
C -3.53966 0.16489 5.60177 0.01 0.01 0.00
C -4.27387 -0.48490 4.62147 0.02 0.00 -0.06
C -3.93630 -0.34458 3.28072 0.06 0.02 0.05
C -3.65772 -0.01634 0.20071 0.06 -0.04 -0.03
C -3.74760 -1.40407 0.05436 0.00 -0.01 -0.07
C -4.72342 -1.96593 -0.75446 0.02 0.01 0.01
C -5.61075 -1.14945 -1.44562 0.00 0.02 0.01
C -5.52272 0.22844 -1.31563 0.02 -0.02 0.01
C -4.55248 0.79092 -0.49433 -0.07 0.05 0.00
C -2.43703 4.35321 -0.59275 -0.08 -0.11 0.02
C -2.56913 4.74156 -1.91922 -0.08 0.10 0.00
C -2.90870 6.05412 -2.20322 0.04 -0.04 -0.07
C -3.12363 6.96126 -1.17781 -0.01 0.09 0.03
C -3.00245 6.55490 0.14135 0.00 -0.01 0.05
C -2.66213 5.24465 0.44315 0.03 0.12 0.05
P 1.60174 2.59597 0.02451 -0.41 0.10 0.31
C 3.37465 2.46850 0.17360 0.02 0.03 -0.17
C 4.28739 3.43522 -0.27156 0.05 -0.03 0.02
C 5.64925 3.21539 -0.15102 -0.04 -0.01 0.00
C 6.12147 2.03210 0.40738 0.02 0.02 -0.01
C 5.22782 1.06581 0.84890 -0.02 0.00 0.03
C 3.86584 1.27825 0.73362 0.04 -0.02 0.01
C 1.33957 4.22478 -0.77222 0.21 -0.02 -0.25
C 1.42813 4.30875 -2.16774 0.03 0.07 -0.01
C 1.15256 5.50106 -2.82507 0.00 -0.03 0.05
C 0.78093 6.62697 -2.09879 -0.02 -0.02 0.00
C 0.68606 6.55541 -0.71600 0.01 -0.04 0.02
C 0.96352 5.36203 -0.05700 -0.07 -0.02 -0.02
H -1.05758 2.71381 -2.03908 0.01 0.01 0.09
H -1.13003 1.27045 -0.86637 0.02 0.10 0.08
H -3.51518 2.74567 1.22170 0.01 0.02 0.01
H -1.84248 2.89856 1.78175 -0.01 -0.01 0.10
H -1.20972 1.63800 3.64493 -0.03 -0.01 0.00
H -1.86013 1.44561 6.00084 -0.02 -0.01 -0.01
H -3.80557 0.04989 6.64520 0.01 0.00 -0.02
H -5.11474 -1.10956 4.89607 0.02 0.01 0.00
H -4.52014 -0.85688 2.52864 -0.02 0.00 -0.02
H -3.02878 -2.04670 0.55697 0.00 0.02 0.01
H -4.77465 -3.04235 -0.86299 0.00 0.01 0.00
H -6.36186 -1.58818 -2.08999 0.00 0.01 0.01
H -6.20723 0.87088 -1.85616 0.02 -0.01 0.01
H -4.50984 1.87287 -0.41512 -0.01 -0.09 -0.02
H -2.43887 4.03693 -2.73025 0.01 -0.03 0.03
H -3.01271 6.36338 -3.23545 0.00 -0.01 0.03
H -3.39169 7.98456 -1.40766 0.00 -0.03 0.01
H -3.17132 7.25801 0.94629 0.01 -0.01 -0.01
H -2.55820 4.94014 1.47667 -0.01 0.03 -0.09
H 3.92911 4.35405 -0.71845 -0.01 0.00 0.00
H 6.34642 3.96520 -0.50522 -0.01 -0.02 0.01
H 7.18783 1.85728 0.48009 -0.02 -0.01 0.00
H 5.58853 0.12648 1.24802 0.02 0.01 -0.01
H 3.16893 0.50529 1.03716 0.03 0.03 -0.01
H 1.73680 3.43001 -2.72790 -0.01 0.03 0.04
H 1.23778 5.55296 -3.90447 -0.01 0.00 0.03
H 0.56904 7.55877 -2.60959 0.00 -0.02 0.01
H 0.39932 7.43138 -0.14586 0.01 -0.02 -0.01
H 0.89275 5.31677 1.02560 0.01 -0.01 -0.03
```
Forces are in eV/Å.

Output
* ⟨S²⟩: 0.77
* HOMO-LUMO gap (spin up / spin down): 4.914 / 4.800 eV
* LUMO (spin up / spin down): -0.0310 / -0.0352 hartree
* E_tot: -128124.6288 eV
* spin multiplicity: 2